15
Properties=species:S:1:pos:R:3 method="wB97M-V/def2-TZVPD" orbital_gap_ev=10.8 smiles=C[C@@H]1C[C@H]1C multiplicity=1 homo_energy_ha=-0.348 de_lowest_ev=1.504
C -1.528 -1.222 -0.362
C -0.238 -0.458 -0.512
C 0.959 -0.738 0.388
C 0.170 0.582 0.550
C 0.835 1.768 0.063
H -1.725 -1.583 0.647
H -1.443 -2.180 -0.970
H -2.353 -0.666 -0.779
H -0.014 -0.146 -1.569
H 0.739 -1.582 1.125
H 2.015 -0.662 0.049
H -0.470 0.668 1.440
H 0.121 2.465 -0.553
H 1.754 1.410 -0.551
H 1.180 2.346 1.035

25
Properties=species:S:1:pos:R:3 method="wB97M-V/def2-TZVPD" orbital_gap_ev="7.4 / 7.1" multiplicity=5 s2=6.01 charge=-4 homo_energy_ha="0.096 / 0.097"
Co 0.082 -0.056 -0.290
N -0.025 3.027 0.949
O 0.965 3.335 1.623
O 0.152 2.102 0.182
O -1.128 3.610 1.133
N -0.496 -0.820 3.077
O -0.058 -2.003 3.225
O -0.194 0.032 4.026
O -0.809 -0.353 1.942
N 2.840 -0.127 1.718
O 3.916 -0.028 1.158
O 2.611 0.379 2.785
O 1.880 -0.336 0.893
N -3.050 -0.325 -0.607
O -1.916 0.079 -1.093
O -3.126 -1.531 -0.220
O -4.017 0.430 -0.345
N 0.354 0.931 -3.465
O -0.372 0.225 -4.158
O 0.839 0.612 -2.420
O 1.112 1.776 -4.096
C 0.132 -2.645 -1.603
O 0.971 -3.515 -2.050
O 0.394 -2.241 -0.485
O -1.056 -2.558 -1.877

71
Properties=species:S:1:pos:R:3 method="wB97M-V/def2-TZVPD" orbital_gap_ev="7.4 / 7.0" multiplicity=2 s2=0.76 charge=+3 homo_energy_ha="-0.584 / -0.587" de_lowest_ev=0.337
Tc 0.429 0.409 0.076
F -0.001 -6.190 -1.358
C -0.741 -5.497 -0.475
C -0.569 -4.154 -0.390
C -1.263 -3.419 0.589
C -1.091 -1.998 0.714
O -0.345 -1.393 -0.158
C -1.780 -1.349 1.747
C -2.633 -2.091 2.553
N -2.798 -3.399 2.448
C -3.750 -4.078 3.329
C -3.832 -3.668 4.765
C -3.224 -4.989 4.399
C -2.112 -4.114 1.465
C -2.300 -5.495 1.339
C -1.626 -6.220 0.367
N -1.799 -7.587 0.237
C -1.759 -8.314 -1.021
C -0.644 -9.344 -1.024
N -0.850 -10.268 0.154
C -0.937 -9.513 1.458
C -2.037 -8.460 1.369
C -1.729 0.099 2.071
O -2.407 0.623 2.892
O -0.804 0.857 1.376
H 0.130 -3.662 -1.052
H -3.206 -1.587 3.319
H -4.662 -4.342 2.810
H -4.816 -3.649 5.208
H -3.158 -2.905 5.130
H -3.781 -5.892 4.604
H -2.149 -5.070 4.498
H -3.011 -5.990 1.981
H -1.643 -7.648 -1.868
H -2.721 -8.826 -1.154
H 0.334 -8.884 -0.892
H -0.645 -9.955 -1.925
H -0.094 -10.954 0.200
H -1.711 -10.804 0.014
H 0.039 -9.055 1.609
H -1.125 -10.238 2.248
H -2.038 -7.903 2.302
H -3.014 -8.950 1.277
S 4.869 0.293 1.112
C 3.404 0.340 0.674
N 2.238 0.381 0.304
N 0.003 0.919 -1.705
S -0.990 0.122 -2.781
C -0.359 0.575 -4.359
C 0.297 -0.415 -5.081
C 0.856 -0.083 -6.306
C 0.757 1.217 -6.781
C 0.102 2.200 -6.044
C -0.467 1.886 -4.824
C -2.544 0.994 -2.688
C -3.413 0.863 -3.766
C -4.667 1.445 -3.681
C -5.042 2.139 -2.537
C -4.165 2.254 -1.469
C -2.906 1.673 -1.533
H 0.265 1.848 -2.037
H 0.364 -1.426 -4.700
H 1.364 -0.837 -6.889
H 1.190 1.471 -7.739
H 0.027 3.209 -6.427
H -1.003 2.638 -4.257
H -3.119 0.334 -4.663
H -5.350 1.365 -4.516
H -6.021 2.596 -2.482
H -4.453 2.806 -0.584
H -2.227 1.784 -0.698

127
Properties=species:S:1:pos:R:3 method="wB97M-V/def2-TZVPD" orbital_gap_ev=9.7 smiles="C[C@H]1COC(=O)O1.C[C@H]1COC(=O)O1.C[C@H]1COC(=O)O1.C[C@H]1COC(=O)O1.C[C@H]1COC(=O)O1.C[C@H]1COC(=O)O1.C[C@H]1COC(=O)O1.COC(=O)OC.CCCC#N.CCCC#N" multiplicity=1 homo_energy_ha=-0.360 de_lowest_ev=0.176
C -0.743 5.051 2.113
C -0.425 4.696 0.700
C -1.431 3.935 -0.132
O -1.561 4.884 -1.173
C -0.900 5.942 -1.058
O -0.785 6.778 -1.929
O -0.339 5.930 0.104
H -1.215 4.276 2.653
H -1.396 5.927 2.088
H 0.158 5.419 2.675
H 0.585 4.313 0.677
H -2.353 3.827 0.484
H -1.079 3.042 -0.535
C -3.135 -3.117 -1.685
C -3.102 -1.667 -1.068
C -4.152 -0.797 -1.617
O -5.134 -0.831 -0.582
C -4.584 -1.310 0.514
O -5.106 -1.332 1.660
O -3.401 -1.754 0.262
H -2.947 -3.090 -2.766
H -4.079 -3.518 -1.348
H -2.296 -3.690 -1.197
H -2.107 -1.269 -1.283
H -4.582 -1.075 -2.569
H -3.838 0.202 -1.719
C 4.261 -1.724 2.656
C 3.586 -2.946 2.110
C 3.954 -4.217 2.895
O 2.660 -4.663 3.292
C 1.630 -3.820 2.993
O 0.477 -3.948 3.448
O 2.176 -2.807 2.363
H 3.889 -0.850 2.105
H 5.300 -1.736 2.447
H 4.116 -1.549 3.751
H 3.727 -3.070 1.061
H 4.693 -4.022 3.681
H 4.356 -4.971 2.237
C 3.428 -5.548 -0.655
C 2.209 -4.938 -1.366
C 0.900 -5.731 -1.181
O 0.137 -4.799 -0.395
C 0.773 -3.612 -0.308
O 0.327 -2.605 0.226
O 2.040 -3.684 -0.826
H 3.617 -6.506 -1.119
H 3.347 -5.652 0.424
H 4.233 -4.832 -0.881
H 2.494 -4.880 -2.403
H 1.043 -6.662 -0.702
H 0.455 -5.958 -2.183
C 1.062 0.538 1.990
C -0.390 0.238 1.531
C -1.138 -0.698 2.479
O -2.290 -0.027 2.782
C -2.321 1.158 2.291
O -3.226 1.926 2.421
O -1.195 1.374 1.544
H 1.455 1.124 1.272
H 1.608 -0.391 1.983
H 1.195 1.050 2.928
H -0.387 -0.045 0.502
H -0.600 -0.960 3.422
H -1.329 -1.587 1.891
C -4.972 6.075 -1.554
C -5.513 4.735 -2.028
C -4.593 3.889 -2.950
O -4.121 2.851 -2.166
C -4.757 2.877 -1.046
O -4.620 2.027 -0.170
O -5.536 3.907 -0.926
H -5.579 6.366 -0.790
H -5.180 6.778 -2.323
H -3.891 6.042 -1.339
H -6.461 4.772 -2.589
H -3.792 4.474 -3.410
H -5.183 3.539 -3.802
C -2.252 -4.794 1.626
C -3.701 -5.423 1.789
C -4.618 -4.507 2.623
O -5.624 -4.203 1.687
C -5.373 -4.846 0.530
O -6.109 -4.816 -0.386
O -4.273 -5.419 0.554
H -1.687 -4.725 2.534
H -2.253 -3.708 1.260
H -1.658 -5.440 1.013
H -3.662 -6.394 2.233
H -4.200 -3.531 2.879
H -5.058 -5.036 3.511
C 6.396 0.353 1.143
O 5.552 0.935 2.133
C 4.800 1.991 1.669
O 4.842 2.399 0.378
O 3.914 2.465 2.596
C 3.285 3.671 2.369
H 6.835 -0.530 1.573
H 7.149 0.924 0.774
H 5.824 -0.015 0.275
H 4.009 4.413 2.228
H 2.644 4.002 3.166
H 2.664 3.627 1.451
C 4.353 -1.394 -1.842
C 3.386 -0.331 -1.179
C 1.944 -0.520 -1.739
C 1.908 0.020 -3.094
N 1.786 0.375 -4.205
H 3.996 -2.324 -1.501
H 5.362 -1.333 -1.442
H 4.400 -1.215 -2.910
H 3.689 0.701 -1.495
H 3.336 -0.404 -0.063
H 1.305 0.088 -1.130
H 1.575 -1.545 -1.658
C 0.255 4.522 -3.854
C 1.666 4.863 -3.379
C 2.484 3.598 -3.018
C 2.013 2.960 -1.849
N 1.660 2.496 -0.864
H 0.234 3.991 -4.825
H -0.363 5.421 -4.023
H -0.214 3.905 -3.114
H 1.548 5.527 -2.519
H 2.200 5.516 -4.129
H 3.486 3.821 -2.796
H 2.385 2.849 -3.836